Here is 7 unconnected molecules or ions with the total composition C5H23NO8 at a distorted geometry from the OMol25 dataset. Energies are from ωB97M-V/def2-TZVPD.

Output
SMILES = CC(=O)NC[C@H](C)O.O.O.O.O.O.O
charge = 0
energy above the lowest of the compared OMol25 structures with the same formula, charge and spin = 129.8 kJ/mol
total energy = -23428.6900 eV
spin multiplicity = 1
HOMO = -9.9 eV

Each line ends with the Löwdin charge.
Element x y z (Å)
C1 -0.04329 1.77911 -2.96925  0.03
C2 1.00730 1.24690 -2.02935  -0.51
O1 1.96603 1.90312 -1.63974  0.03
N1 0.88352 -0.05882 -1.65603  0.08
C3 -0.38250 -0.75738 -1.53787  -0.16
C4 -0.24127 -2.02146 -0.72830  -0.37
C5 -1.62369 -2.57338 -0.37376  -0.04
O2 0.46194 -1.67209 0.48285  -0.09
H1 -0.97897 1.77588 -2.40219  0.05
H2 -0.16094 1.06962 -3.78803  0.10
H3 0.18037 2.80560 -3.23728  0.10
H4 1.57592 -0.40957 -1.00148  0.13
H5 -1.14730 -0.10429 -1.10346  0.09
H6 -0.86946 -1.04410 -2.48415  0.14
H7 0.26282 -2.90577 -1.12505  0.15
H8 -2.32739 -1.86066 0.06326  0.09
H9 -2.08390 -3.07762 -1.22179  0.09
H10 -1.48902 -3.35231 0.38740  0.09
H11 0.01176 -1.96371 1.28589  0.06
O3 2.95397 -1.75541 1.70481  -0.05
H12 3.71033 -1.34123 1.28511  0.06
H13 2.34959 -2.12675 1.04592  0.03
O4 -0.88735 -0.83343 2.66420  -0.06
H14 -1.36566 -0.91822 3.49376  0.07
H15 -0.07811 -0.32578 2.85891  0.03
O5 1.68397 -0.35239 3.66852  -0.07
H16 2.41177 -0.56046 4.26041  0.05
H17 1.95695 -0.78850 2.84108  -0.01
O6 -3.06145 1.30769 -1.28411  -0.05
H18 -2.93187 0.36267 -1.41360  0.02
H19 -2.19694 1.72200 -1.21056  0.00
O7 -1.97122 1.71202 1.46857  -0.06
H20 -1.82155 0.83106 1.84628  0.00
H21 -1.13188 2.16100 1.63911  0.04
O8 1.52406 4.36023 0.10543  -0.07
H22 2.40500 4.24353 0.48248  0.03
H23 1.44848 3.52288 -0.37797  -0.01

Here is 2 unconnected molecules or ions with the total composition C14H23BrO8S at a distorted geometry from the OMol25 dataset. Energies are from ωB97M-V/def2-TZVPD.

Output
charge = 0
total energy = -112140.1162 eV
spin multiplicity = 1
HOMO = -9.3 eV

Each line ends with the Löwdin charge.
Element x y z (Å)
C1 2.70977 -0.80769 0.38883  -0.14
C2 2.89064 0.71657 0.95642  -0.38
C3 4.49972 1.10474 0.71926  -0.12
C4 1.97170 1.85686 0.21578  -0.22
C5 0.80356 1.28030 -0.77525  -0.15
C6 -0.40225 2.35528 -1.12331  -0.55
Br1 0.42815 4.22053 -1.03685  0.81
O1 -0.84913 2.38586 -2.55694  -0.10
C7 -2.09042 3.18071 -2.58558  -0.28
O2 -2.48349 4.01526 -3.55293  0.05
O3 -2.84853 2.87431 -1.35679  0.02
C8 -1.88404 2.16241 -0.45477  -0.31
C9 -1.75257 3.14848 0.89037  -0.05
C10 -2.83676 2.75582 2.07887  -0.27
O4 -4.15186 2.98187 2.03530  -0.02
O5 -2.30279 2.07982 3.30763  -0.03
C11 -2.43762 0.70948 0.01635  0.00
C12 -2.30328 -0.52042 -1.04505  -0.24
O6 -2.80986 -1.71889 -0.63898  -0.03
O7 -1.75400 -0.49307 -2.40454  0.00
H1 2.89868 -0.94466 -0.75759  0.09
H2 3.36573 -1.52582 1.07143  0.10
H3 1.58071 -1.11802 0.62138  0.07
H4 2.73410 0.76224 2.11933  0.13
H5 4.83319 0.43606 -0.20632  0.09
H6 4.67077 2.24477 0.51665  0.08
H7 5.10421 0.70141 1.65034  0.08
H8 1.48872 2.50409 1.09539  0.10
H9 2.73005 2.50343 -0.44158  0.10
H10 1.33834 1.03720 -1.81431  0.16
H11 0.28403 0.29662 -0.41457  0.10
H12 -0.68122 3.03026 1.40435  0.12
H13 -1.99046 4.28800 0.62486  0.15
H14 -3.00347 2.12535 4.04623  0.14
H15 -1.85697 0.37383 1.00385  0.17
H16 -3.60722 0.83451 0.22467  0.17
H17 -0.76752 -0.72313 -2.30331  0.14
C13 0.78789 -5.74266 0.60206  -0.27
S1 0.50556 -4.78210 -0.90446  0.82
O8 0.91860 -3.36773 -0.62162  -0.58
C14 -1.30073 -4.84648 -0.83006  -0.27
H18 1.86428 -5.80202 0.77956  0.05
H19 0.30728 -5.25392 1.45302  0.06
H20 0.38729 -6.75079 0.47285  0.05
H21 -1.65225 -4.41337 0.10942  0.06
H22 -1.63291 -5.88417 -0.91255  0.05
H23 -1.70361 -4.27109 -1.66680  0.05

Here is 2 unconnected molecules or ions with the total composition C4H14N2O at a distorted geometry from the OMol25 dataset. Energies are from ωB97M-V/def2-TZVPD.

Output
SMILES = CC(C)NCN.O
charge = 0
energy above the lowest of the compared OMol25 structures with the same formula, charge and spin = 191.5 kJ/mol
total energy = -9401.6221 eV
spin multiplicity = 1
HOMO = -8.5 eV

Each line ends with the Löwdin charge.
Element x y z (Å)
C1 -1.58811 -0.12787 -1.55407  -0.09
C2 -0.11801 0.14342 -1.04073  -0.49
C3 0.82581 -0.83383 -1.76508  -0.07
N1 0.08668 0.22825 0.36248  -0.08
C4 0.06694 1.50656 0.95750  -0.34
N2 -1.08411 2.36586 0.66983  0.00
H1 -1.93007 0.34700 -2.51503  0.08
H2 -1.66694 -1.30022 -1.64880  0.10
H3 -2.42181 0.13110 -0.82148  0.07
H4 0.10491 1.16413 -1.38388  0.12
H5 0.37898 -1.29284 -2.61315  0.05
H6 1.70117 -0.23158 -2.12635  0.09
H7 1.15705 -1.63253 -1.12028  0.07
H8 -0.30651 -0.61391 0.83964  0.14
H9 0.19756 1.25830 2.06667  0.14
H10 0.94283 2.14387 0.68933  0.11
H11 -1.89029 2.33756 1.27236  0.05
H12 -1.33919 2.21765 -0.31698  0.05
O1 1.97917 -2.43879 3.58300  -0.09
H13 2.76187 -2.01751 3.14064  0.06
H14 2.14206 -3.35460 3.32439  0.03

Here is a molecular structure, C23H32F8I2N4O3 at a distorted geometry from the OMol25 dataset. Energies are from ωB97M-V/def2-TZVPD.

Output
charge = 0
total energy = -74412.1202 eV
spin multiplicity = 1
HOMO = -8.9 eV

Each line ends with the Löwdin charge.
Element x y z (Å)
C1 -1.14522 -6.51547 3.84355  -0.14
C2 -1.68335 -5.12985 3.59604  -0.79
I1 -2.71564 -4.06510 5.12932  0.80
C3 -1.53132 -4.57855 2.41531  -0.76
I2 -2.29408 -2.62044 1.91847  0.87
N1 -0.81229 -5.29179 1.36640  0.07
C4 0.02164 -4.37977 0.69031  -0.69
O1 -0.08130 -4.13506 -0.44758  0.15
O2 0.92383 -3.79700 1.48853  0.01
C5 2.16047 -3.55130 0.82857  -0.11
C6 2.31608 -2.10219 0.32502  -0.16
O3 1.25682 -1.26118 0.77029  -0.11
C7 1.64600 0.08632 0.61503  -0.10
C8 0.46641 1.00638 0.37735  -0.44
F1 -0.46187 0.90309 1.33107  0.14
F2 0.95043 2.26392 0.45015  0.13
C9 -0.26477 0.84021 -0.97607  -0.39
F3 -1.43443 1.49339 -0.86150  0.15
F4 -0.58254 -0.41324 -1.23017  0.18
C10 0.43623 1.49032 -2.19088  -0.41
F5 1.71793 1.12103 -2.28529  0.15
F6 0.34910 2.80536 -2.14992  0.18
C11 -0.23371 1.05796 -3.52714  -0.33
F7 0.45968 1.60663 -4.52365  0.12
F8 -1.46394 1.55066 -3.60498  0.11
H1 -0.85464 -6.67544 4.88363  0.07
H2 -0.34992 -6.79253 3.15413  0.07
H3 -1.97725 -7.21381 3.66678  0.09
H4 -1.49073 -5.65487 0.70231  0.15
H5 2.96896 -3.77185 1.53196  0.13
H6 2.31007 -4.24344 -0.00440  0.13
H7 2.32888 -2.10644 -0.77757  0.14
H8 3.27893 -1.71071 0.68917  0.08
H9 2.40202 0.20197 -0.16983  0.12
H10 2.11536 0.41649 1.55387  0.14
H11 -0.23954 -0.03169 -3.60507  0.17
C12 -1.05383 6.53678 2.54719  -0.11
C13 -0.75814 5.11913 2.06957  -0.27
C14 -1.99481 4.22761 2.02095  -0.18
C15 -2.58803 4.09366 3.36298  -0.24
N2 -3.04754 3.99453 4.40054  0.14
H12 -1.43289 6.54380 3.57043  0.07
H13 -0.14533 7.14004 2.53317  0.07
H14 -1.79194 7.02157 1.90430  0.08
H15 -0.00888 4.66912 2.72460  0.11
H16 -0.32491 5.16418 1.06788  0.11
H17 -1.72677 3.23488 1.65724  0.10
H18 -2.74652 4.64002 1.34585  0.12
C16 -4.47077 0.05806 -3.12240  -0.10
C17 -5.23921 0.50117 -4.36223  -0.26
C18 -6.73500 0.17926 -4.28439  -0.19
C19 -6.94420 -1.27299 -4.15594  -0.24
N3 -7.10380 -2.39675 -4.06110  0.14
H19 -4.51407 -1.02442 -2.98891  0.08
H20 -3.42142 0.33256 -3.20837  0.05
H21 -4.87125 0.53075 -2.22276  0.08
H22 -4.80590 0.02026 -5.24204  0.11
H23 -5.11604 1.57835 -4.49278  0.11
H24 -7.24363 0.52639 -5.18420  0.11
H25 -7.18926 0.67712 -3.42647  0.12
C20 7.00247 1.85161 0.31178  -0.11
C21 7.09835 0.39846 -0.13995  -0.26
C22 5.73590 -0.30019 -0.19121  -0.18
C23 5.11279 -0.31195 1.14363  -0.25
N4 4.64570 -0.31027 2.18260  0.18
H26 6.61253 1.93064 1.32788  0.07
H27 7.98820 2.31704 0.30512  0.07
H28 6.35217 2.42668 -0.35105  0.08
H29 7.76312 -0.14313 0.53617  0.11
H30 7.55089 0.36088 -1.13262  0.11
H31 5.85087 -1.33013 -0.53181  0.12
H32 5.06882 0.21333 -0.88685  0.12